# 1
Molecular formula: H2N3O2S
Method: DFT, ωB97M-V with the def2-TZVPD basis set

## Properties
Total charge: -1
Molecular weight: 108.102 g mol⁻¹
ΔE to the lowest compared entry with this formula, charge and spin: 74.7 kcal/mol
Strongest force on any atom: 0.04133 Eh/bohr
HOMO level (alpha / beta): -4.26 / -3.11 eV

Each line ends with the Mulliken charge.
Element x y z (Å)
N 1.7177 -1.0378 0.3465  -0.53
N -0.4742 -0.0934 -0.5956  -0.02
N -0.9715 0.9335 0.3181  0.56
O -0.1649 0.3232 -1.6656  -0.48
O -1.3383 2.0161 -0.1676  -0.59
S -1.3280 0.3999 1.8452  -0.44
H 1.6308 -0.8754 -0.6710  0.26
H 0.9284 -1.6661 0.5899  0.25

=====

# 2
Molecular formula: C25H29N2O2
Method: DFT, ωB97M-V with the def2-TZVPD basis set

## Properties
Total charge: +1
Molecular weight: 389.519 g mol⁻¹
ΔE to the lowest compared entry with this formula, charge and spin: 0.0 kcal/mol
SMILES: COc1cccc(C[NH+]2CCN(C(c3ccccc3)c3ccccc3)CC2)c1O
Strongest force on any atom: 0.01944 Eh/bohr
HOMO level: -11.07 eV

Each line ends with the Mulliken charge.
Element x y z (Å)
C -6.8398 2.5393 -1.2279  -0.92
H -6.7223 3.1988 -0.3642  0.37
H -7.6141 1.8039 -1.0193  0.25
H -7.1204 3.1253 -2.1065  0.39
O -5.6637 1.7937 -1.4655  -0.47
C -4.5233 2.4615 -1.7937  0.84
C -4.3670 3.8350 -1.8678  -0.40
C -3.1374 4.3778 -2.2163  -1.13
C -2.0651 3.5599 -2.5007  -0.43
C -2.2025 2.1741 -2.4350  0.28
C -3.4257 1.6231 -2.0705  0.38
O -3.5547 0.2740 -1.9790  -0.57
H -4.4857 0.0752 -1.8008  0.36
C -1.0556 1.2622 -2.7654  -1.19
N -0.1118 1.1325 -1.6178  0.03
H 0.1534 2.0825 -1.3290  0.50
C -0.7385 0.4825 -0.4422  -0.48
C 0.2541 0.4291 0.7124  -1.02
N 1.4153 -0.3297 0.3003  0.54
C 2.0726 0.3588 -0.7889  -0.64
C 1.1256 0.4057 -1.9830  -0.78
H 1.6007 0.9018 -2.8309  0.43
H 0.8479 -0.6099 -2.2687  0.32
H 2.9720 -0.1927 -1.0667  0.56
H 2.3752 1.3874 -0.5108  0.24
C 2.3177 -0.6458 1.4075  -0.51
C 3.4844 -1.4888 0.9395  0.08
C 4.7539 -1.2596 1.4516  -0.52
C 5.8184 -2.0584 1.0719  -0.73
C 5.6248 -3.0924 0.1727  -0.49
C 4.3610 -3.3258 -0.3433  -0.81
C 3.2958 -2.5319 0.0407  0.33
H 2.3107 -2.7188 -0.3581  0.26
H 4.2033 -4.1331 -1.0426  0.42
H 6.4543 -3.7157 -0.1231  0.41
H 6.8000 -1.8718 1.4800  0.42
H 4.9118 -0.4547 2.1550  0.38
C 1.6085 -1.4370 2.4850  0.17
C 1.9100 -1.2082 3.8205  -0.51
C 1.3121 -1.9632 4.8143  -0.73
C 0.4030 -2.9527 4.4826  -0.50
C 0.0964 -3.1852 3.1524  -0.81
C 0.6984 -2.4352 2.1586  0.31
H 0.4614 -2.6216 1.1225  0.25
H -0.6095 -3.9580 2.8875  0.41
H -0.0626 -3.5424 5.2571  0.41
H 1.5579 -1.7777 5.8486  0.42
H 2.6203 -0.4385 4.0859  0.38
H 2.7111 0.2863 1.8534  0.68
H -0.2129 -0.0712 1.5618  0.54
H 0.5190 1.4579 1.0262  0.23
H -1.6302 1.0431 -0.1612  0.42
H -1.0304 -0.5277 -0.7318  0.32
H -0.4970 1.6555 -3.6174  0.57
H -1.4357 0.2680 -3.0055  0.46
H -1.1203 3.9901 -2.7976  0.45
H -3.0303 5.4486 -2.2728  0.39
H -5.1950 4.4922 -1.6609  0.44

=====

# 3
Molecular formula: C4H12N2
Method: DFT, ωB97M-V with the def2-TZVPD basis set

## Properties
Molecular weight: 88.154 g mol⁻¹
ΔE to the lowest compared entry with this formula, charge and spin: 9.0 kcal/mol
SMILES: CC(C)(N)CN
Strongest force on any atom: 0.05128 Eh/bohr
HOMO level: -8.86 eV

Each line ends with the Mulliken charge.
Element x y z (Å)
C -1.4077 -0.8825 -0.3302  -1.83
C -0.2912 0.0703 0.0570  1.52
C -0.2925 1.3954 -0.6796  -1.40
C 1.0099 -0.7095 -0.2207  -1.04
H -1.3054 -1.9052 0.0160  0.39
H -2.3981 -0.4695 -0.1161  0.40
H -1.4159 -0.9559 -1.4474  0.38
H -0.0484 1.2083 -1.7835  0.29
H -1.3377 1.9099 -0.6877  0.35
H 0.4658 2.0755 -0.2468  0.39
H -0.5897 -0.5247 1.9929  0.28
H -1.2506 0.9543 1.7233  0.30
H 1.0390 -1.0644 -1.2377  0.40
H 0.9507 -1.6600 0.3664  0.38
H 2.0306 0.6178 0.9405  0.25
H 3.0464 -0.4973 0.0903  0.24
N -0.3912 0.3621 1.5059  -0.74
N 2.1861 0.0753 0.0573  -0.56

=====

# 4
Molecular formula: C32H40N8
Method: DFT, ωB97M-V with the def2-TZVPD basis set

## Properties
Molecular weight: 536.728 g mol⁻¹
ΔE to the lowest compared entry with this formula, charge and spin: 66.5 kcal/mol
SMILES: c1cc[nH]c1.c1cc[nH]c1.c1cc[nH]c1.c1cc[nH]c1.c1cc[nH]c1.c1cc[nH]c1.c1cc[nH]c1.c1cc[nH]c1
Strongest force on any atom: 0.05866 Eh/bohr
HOMO level: -7.72 eV

Each line ends with the Mulliken charge.
Element x y z (Å)
N -2.9542 0.8822 14.6864  0.06
C -3.6191 -0.3565 14.8107  -0.91
C -2.9853 -1.1959 13.8905  0.45
C -1.9902 -0.4847 13.2282  -0.76
C -1.9478 0.7924 13.7371  -0.65
H -3.1856 1.7203 15.2004  0.21
H -4.3977 -0.5863 15.5230  0.42
H -3.1925 -2.2371 13.6919  0.34
H -1.4129 -0.8536 12.3932  0.41
H -1.2975 1.6435 13.5988  0.42
N -4.4725 -6.6464 21.9123  0.02
C -4.2447 -5.4403 21.3085  -0.75
C -5.3595 -5.1311 20.4384  0.41
C -6.3166 -6.1686 20.6897  -0.71
C -5.7746 -7.0621 21.5940  -0.74
H -3.7751 -7.0902 22.4926  0.20
H -3.3121 -4.9232 21.4800  0.41
H -5.5514 -4.3225 19.7486  0.36
H -7.3204 -6.2382 20.2971  0.44
H -6.2111 -7.9652 21.9942  0.41
N -5.8434 -2.7015 17.4537  0.57
C -6.5486 -2.1168 18.4017  -0.74
C -5.6526 -1.4626 19.3065  -0.36
C -4.3745 -1.8201 18.9197  -1.07
C -4.5233 -2.6052 17.7703  -0.67
H -6.2306 -3.2931 16.7325  0.16
H -7.6192 -2.2532 18.3602  0.57
H -5.9032 -0.9227 20.2076  0.48
H -3.4669 -1.4430 19.3674  0.52
H -3.7506 -3.0242 17.1428  0.53
N -5.8619 -4.5306 14.4997  0.01
C -4.5955 -4.9851 14.8190  -0.58
C -4.6058 -5.9492 15.7975  -0.24
C -5.9361 -6.0962 16.2188  -0.23
C -6.6520 -5.0761 15.4855  -1.34
H -6.1811 -3.7759 13.9094  0.27
H -3.7584 -4.5559 14.2884  0.47
H -3.7306 -6.4472 16.1880  0.47
H -6.2144 -6.7791 17.0079  0.50
H -7.6755 -4.7517 15.6020  0.59
N -9.9057 0.9999 19.8604  -0.03
C -8.9995 0.2933 19.0855  -0.57
C -7.8781 1.0947 18.9367  -0.18
C -7.9580 2.1131 19.8704  -0.60
C -9.1792 1.9953 20.5058  -0.52
H -10.8411 0.7390 20.1381  0.22
H -9.2421 -0.7107 18.7699  0.39
H -7.0817 0.8773 18.2403  0.58
H -7.1860 2.8401 20.0750  0.39
H -9.6296 2.5062 21.3440  0.40
N 1.6753 0.8551 18.1561  0.09
C 1.4230 0.6628 16.8749  -0.99
C 0.0716 0.3640 16.7338  0.03
C -0.5228 0.3399 17.9937  -0.31
C 0.5560 0.5661 18.8467  -0.69
H 2.5809 1.0313 18.5671  0.21
H 2.2789 0.8172 16.2346  0.41
H -0.5083 0.1832 15.8408  0.49
H -1.5434 0.1222 18.2718  0.42
H 0.4973 0.6565 19.9213  0.40
N -9.4165 -4.2868 21.6234  0.02
C -9.1402 -3.8519 20.3622  -0.70
C -10.0391 -4.4389 19.4874  -0.28
C -10.9617 -5.1239 20.3193  -0.69
C -10.6292 -4.9135 21.6305  -0.50
H -8.8811 -3.9925 22.4276  0.26
H -8.2658 -3.2603 20.1347  0.62
H -9.8697 -4.4622 18.4210  0.46
H -11.7904 -5.7728 20.0773  0.40
H -11.0909 -5.2237 22.5563  0.41
N 0.0655 -3.0253 16.8557  0.22
C 1.4067 -3.3629 17.0002  -0.22
C 1.5804 -4.7193 16.9907  -0.85
C 0.2988 -5.2614 16.7586  -0.30
C -0.6427 -4.2111 16.6758  -0.57
H -0.3178 -2.0917 16.8160  0.20
H 2.1130 -2.5704 17.1987  0.35
H 2.4946 -5.2895 17.0644  0.39
H 0.0096 -6.2944 16.6334  0.39
H -1.7202 -4.2260 16.6042  0.34

=====

# 5
Molecular formula: C2H5Cl2
Method: DFT, ωB97M-V with the def2-TZVPD basis set

## Properties
Molecular weight: 99.968 g mol⁻¹
ΔE to the lowest compared entry with this formula, charge and spin: 0.0 kcal/mol
Spin multiplicity: 2
Strongest force on any atom: 0.01366 Eh/bohr
HOMO level (alpha / beta): -10.84 / -10.85 eV

Each line ends with the Mulliken spin population.
Element x y z (Å)
Cl 0.3932 -0.7749 1.6668  0.97
H -2.5586 0.3592 0.5609  0.00
C -2.4793 0.7561 -0.4631  0.00
C -1.2467 0.0882 -1.0676  0.03
Cl -0.8648 0.6446 -2.7255  0.01
H -3.4019 0.4697 -0.9516  0.00
H -2.4671 1.8461 -0.3970  0.00
H -0.3903 0.3358 -0.4276  -0.01
H -1.3980 -1.0007 -1.0779  -0.01

=====

# 6
Molecular formula: C4H7NOS
Method: DFT, ωB97M-V with the def2-TZVPD basis set

## Properties
Molecular weight: 117.173 g mol⁻¹
ΔE to the lowest compared entry with this formula, charge and spin: 49.4 kcal/mol
SMILES: C[C@@]1(O)N=CCS1
Strongest force on any atom: 0.09273 Eh/bohr
HOMO level: -8.83 eV

Each line ends with the Mulliken charge.
Element x y z (Å)
C 0.0492 -1.5600 0.9050  -0.21
C -0.5453 -0.5296 1.8748  -0.47
C -0.1402 0.1516 -0.5697  0.83
C 0.9958 1.1225 -1.2228  -1.38
N 0.3215 -1.0730 -0.2275  -0.53
O -1.4030 0.0055 -1.6032  -0.57
S -0.8044 0.9403 0.9996  -0.23
H 0.3692 -2.4314 1.3694  0.44
H -1.4512 -0.9693 2.1718  0.36
H 0.2416 -0.3971 2.6798  0.31
H 0.5464 1.9974 -1.4803  0.45
H 1.5058 0.6852 -2.1332  0.32
H 1.7692 1.3088 -0.5454  0.37
H -1.4547 0.7491 -2.2183  0.31

=====

# 7
Molecular formula: C20H29N3O5S
Method: DFT, ωB97M-V with the def2-TZVPD basis set

## Properties
Molecular weight: 423.535 g mol⁻¹
ΔE to the lowest compared entry with this formula, charge and spin: 18.9 kcal/mol
SMILES: CCCN(CCC)C(=O)[C@@H]1CCCN(S(=O)(=O)c2ccc3c(c2)oc(=O)n3C)C1
Strongest force on any atom: 0.01949 Eh/bohr
HOMO level: -9.02 eV

Each line ends with the Mulliken charge.
Element x y z (Å)
C -7.3632 -0.4546 1.8703  -1.38
C -5.8905 -0.3322 1.5030  -0.14
H -5.5147 -1.2949 1.1536  0.27
H -5.3125 -0.0458 2.3851  0.33
C -5.6802 0.7013 0.3940  -1.20
N -4.2725 0.8403 0.0539  0.59
C -3.7846 0.0121 -0.8974  -0.08
O -4.5086 -0.7462 -1.5176  -0.71
C -2.2759 0.0080 -1.1400  1.29
H -1.8136 0.9663 -0.9071  0.05
C -1.6751 -1.0707 -0.2299  -1.64
N -0.2477 -1.1401 -0.4587  0.51
S 0.6269 -1.9309 0.7276  1.49
O 0.1038 -1.5087 1.9929  -0.74
O 0.7399 -3.3390 0.4706  -0.75
C 2.2345 -1.1753 0.4845  -0.49
C 3.3371 -1.9746 0.2391  -0.23
C 4.5969 -1.4193 0.0647  -0.91
C 4.6908 -0.0412 0.1461  0.88
C 3.5597 0.7566 0.3939  0.57
C 2.3109 0.2070 0.5710  -0.97
H 1.4326 0.7944 0.7722  0.59
O 3.9370 2.0662 0.4183  -0.47
C 5.2820 2.1212 0.1966  0.44
O 5.9312 3.1244 0.1544  -0.60
N 5.7458 0.8309 0.0286  0.04
C 7.1243 0.5079 -0.2164  -1.02
H 7.5138 -0.1264 0.5814  0.33
H 7.6785 1.4451 -0.2417  0.36
H 7.2306 -0.0063 -1.1728  0.33
H 5.4620 -2.0335 -0.1231  0.45
H 3.1849 -3.0410 0.1899  0.55
C 0.0756 -1.5653 -1.8029  -0.69
C -0.4673 -0.5348 -2.7901  -0.75
C -1.9702 -0.3550 -2.5953  -1.21
H -2.3448 0.4284 -3.2568  0.45
H -2.4981 -1.2777 -2.8408  0.33
H -0.2552 -0.8605 -3.8090  0.43
H 0.0411 0.4163 -2.6187  0.30
H 1.1633 -1.6412 -1.8705  0.48
H -0.3545 -2.5557 -2.0078  0.29
H -1.8161 -0.8416 0.8274  0.62
H -2.1584 -2.0343 -0.4464  0.17
C -3.4928 1.7795 0.8346  -1.08
H -4.0504 1.9832 1.7516  0.62
H -2.5396 1.3323 1.1271  0.19
C -3.2390 3.1087 0.1071  -0.05
C -4.5221 3.8675 -0.2081  -1.40
H -5.1488 3.2923 -0.8849  0.31
H -5.0824 4.0741 0.7014  0.30
H -4.2882 4.8162 -0.6853  0.43
H -2.7043 2.9234 -0.8258  0.14
H -2.5992 3.7223 0.7447  0.44
H -6.2059 0.3745 -0.5060  0.45
H -6.0711 1.6717 0.7035  0.43
H -7.9449 -0.7593 1.0038  0.34
H -7.7509 0.4976 2.2272  0.33
H -7.4989 -1.1958 2.6536  0.39

=====

# 8
Molecular formula: C3H7Cl3Si
Method: DFT, ωB97M-V with the def2-TZVPD basis set

## Properties
Molecular weight: 177.534 g mol⁻¹
ΔE to the lowest compared entry with this formula, charge and spin: 128.0 kcal/mol
SMILES: C=[Si](C)Cl.ClCCl
Strongest force on any atom: 0.08400 Eh/bohr
HOMO level: -8.03 eV

Each line ends with the Mulliken charge.
Element x y z (Å)
C 0.9216 -0.7327 -0.4478  -0.48
C 3.0983 1.3775 0.3324  -0.77
C -3.4451 -0.2557 -0.2187  -0.24
Si 1.8589 0.2016 0.8443  0.52
Cl -2.3233 -1.4140 0.4731  -0.15
Cl -2.7543 1.3949 -0.5250  -0.16
Cl 0.9585 0.0111 2.6032  -0.21
H 1.3413 -1.7992 -0.4444  0.31
H -0.0828 -0.8676 -0.3720  -0.12
H 1.2138 -0.1977 -1.3900  0.25
H 3.8732 2.0138 0.7568  0.33
H 3.3022 1.2417 -0.7637  0.16
H -4.3794 -0.3627 0.3708  0.31
H -3.5831 -0.6111 -1.2190  0.23